No. 1
Computed, not measured: a molecular structure, C27H44CuN7O5PSi, with wB97M-V/def2-TZVPD.

Its total charge is -1. The HOMO energy is -0.158 Ha. As for the energy above the lowest of the compared OMol25 structures with the same formula, charge and spin: 0.0 kcal/mol.

Last column: Mulliken charge in e.
CARTESIAN COORDINATES (ANGSTROEM)
Cu -0.122 0.530 0.778  -0.507
C 1.688 -1.717 2.463  -1.120
C 0.550 -2.294 1.670  0.947
C 0.331 -3.661 1.619  -1.010
C -0.795 -4.117 0.924  -0.395
C -1.650 -3.232 0.318  -1.028
C -1.384 -1.827 0.373  0.765
N -0.253 -1.424 1.054  0.441
N -2.095 -0.857 -0.162  0.098
Si -3.494 -0.811 -1.103  0.145
C -5.061 -0.878 -0.051  -1.163
C -3.485 0.833 -2.033  -0.731
C -3.690 -2.164 -2.408  -0.978
H 2.563 -2.368 2.422  0.363
H 1.388 -1.626 3.511  0.324
H 1.951 -0.715 2.120  -0.067
H 1.007 -4.342 2.117  0.434
H -1.002 -5.181 0.870  0.391
H -2.531 -3.580 -0.203  0.276
H -5.064 -0.057 0.671  0.268
H -5.101 -1.812 0.518  0.304
H -5.970 -0.807 -0.653  0.326
H -2.736 1.489 -1.584  -0.145
H -4.457 1.333 -2.006  0.454
H -3.211 0.698 -3.083  0.357
H -3.941 -3.140 -1.988  0.362
H -2.773 -2.276 -2.993  0.009
H -4.494 -1.883 -3.096  0.392
C -2.702 2.683 1.237  -1.158
C -1.305 3.191 1.249  0.344
N -0.223 2.442 1.298  -0.302
C 0.860 3.282 1.251  0.629
C 0.414 4.576 1.169  0.383
N -0.956 4.492 1.178  -0.082
C 1.045 5.913 1.033  0.527
O 2.341 5.936 0.946  -0.628
O 0.324 6.898 0.990  -0.721
C 2.270 2.763 1.267  0.336
O 3.180 3.638 1.073  -0.897
O 2.446 1.557 1.429  -0.414
H -2.675 1.595 1.170  -0.020
H -3.244 3.063 0.369  0.300
H -3.242 2.982 2.138  0.437
H -1.547 5.305 1.118  0.229
H 2.743 4.929 1.001  0.411
O 0.465 1.230 -1.255  0.607
P 1.609 1.052 -2.186  -1.297
N 1.200 -0.084 -3.308  0.629
C 2.137 -0.764 -4.190  -0.541
C 1.517 -2.149 -4.352  -0.808
C 0.021 -1.835 -4.358  -0.591
C -0.124 -0.737 -3.301  0.197
N 2.012 2.449 -3.019  0.065
C 2.115 3.681 -2.211  0.180
C 2.301 4.770 -3.267  -0.773
C 1.585 4.220 -4.520  -0.635
C 1.107 2.818 -4.117  -0.549
N 3.041 0.560 -1.564  0.636
C 3.041 -0.665 -0.745  0.214
C 4.366 -0.601 0.016  -0.856
C 5.248 0.272 -0.878  -0.932
C 4.269 1.336 -1.358  -0.311
H 3.133 -0.780 -3.746  0.318
H 2.214 -0.261 -5.165  0.299
H 1.764 -2.763 -3.483  0.233
H 1.857 -2.665 -5.250  0.442
H -0.601 -2.702 -4.139  0.374
H -0.270 -1.453 -5.341  0.327
H -0.350 -1.136 -2.309  -0.330
H -0.917 -0.029 -3.547  -0.063
H 2.932 3.626 -1.494  0.190
H 1.187 3.841 -1.647  -0.374
H 3.363 4.915 -3.469  0.302
H 1.896 5.723 -2.929  0.395
H 2.276 4.157 -5.361  0.262
H 0.746 4.844 -4.829  0.355
H 1.168 2.092 -4.926  0.343
H 0.065 2.858 -3.771  0.246
H 2.984 -1.547 -1.395  0.543
H 2.184 -0.688 -0.072  -0.850
H 4.783 -1.592 0.199  0.427
H 4.200 -0.096 0.968  0.335
H 5.626 -0.307 -1.727  0.327
H 6.096 0.706 -0.348  0.408
H 4.572 1.819 -2.288  0.369
H 4.142 2.093 -0.579  -0.004

=====

No. 2
Computed, not measured: a molecular structure, C27H44IrO3P, with wB97M-V/def2-TZVPD.

Its multiplicity is 6. Its total charge is +1. Its expectation value of S² is 8.807. The HOMO energy (spin up / spin down) is -0.329 / -0.403 Ha. As for the energy above the lowest of the compared OMol25 structures with the same formula, charge and spin: 0.0 kcal/mol.

Last column: Löwdin spin population.
CARTESIAN COORDINATES (ANGSTROEM)
C 1.619 -1.724 0.352  0.333
C 1.981 -1.200 -0.887  0.143
C 0.893 -1.217 -1.772  0.314
C -0.264 -1.795 -1.100  0.247
C 0.212 -2.146 0.305  0.122
Ir -1.172 -0.700 0.399  1.528
C -3.555 1.516 -1.312  0.251
C -3.269 1.150 -0.026  0.030
H -2.831 1.932 0.638  -0.005
C -3.132 -0.262 0.554  0.246
H -3.726 -1.070 0.047  0.025
H -3.326 -0.208 1.653  0.026
C -3.617 2.976 -1.661  0.040
H -2.964 3.496 -0.950  0.007
H -3.271 3.098 -2.694  0.003
H -4.585 3.433 -1.595  0.011
C -3.210 0.549 -2.425  0.039
H -2.365 -0.082 -2.047  0.018
H -4.030 -0.126 -2.654  0.011
H -2.875 1.123 -3.315  0.002
C 3.371 -0.802 -1.247  0.017
H 3.870 -0.303 -0.408  0.004
H 3.991 -1.671 -1.520  0.005
H 3.381 -0.103 -2.085  0.002
C 0.985 -0.917 -3.213  0.049
H 1.244 0.135 -3.374  0.014
H 1.762 -1.519 -3.707  0.015
H 0.037 -1.107 -3.721  0.000
C -1.285 -2.643 -1.777  0.080
H -1.358 -2.373 -2.834  0.001
H -1.027 -3.711 -1.702  0.014
H -2.262 -2.485 -1.301  0.021
C -0.308 -3.331 1.035  0.035
H -1.407 -3.284 1.057  0.011
H 0.016 -4.261 0.541  0.005
H 0.061 -3.315 2.070  0.001
C 2.518 -2.063 1.465  0.052
H 2.016 -1.859 2.419  0.009
H 2.802 -3.127 1.455  0.020
H 3.441 -1.475 1.428  0.001
C 2.679 2.415 -1.488  0.680
C 1.327 2.353 -2.008  0.079
C 3.819 2.836 -2.079  0.096
C 1.375 2.802 -3.378  0.042
H 0.349 2.136 -1.698  0.003
C 3.768 3.232 -3.461  0.037
H 4.732 2.820 -1.488  0.017
C 2.529 3.175 -4.078  -0.019
H 0.426 2.870 -3.923  0.009
H 4.615 3.487 -4.107  0.005
H 2.440 3.418 -5.129  -0.001
C -3.488 2.133 4.130  0.001
C -2.211 2.116 3.330  0.005
O -1.801 0.717 3.222  0.050
P -0.570 0.236 2.305  0.131
O 0.249 -0.777 3.259  0.025
C 0.140 -0.910 4.739  0.004
C 1.260 -0.139 5.387  0.001
O 0.324 1.565 2.192  0.034
C 1.742 1.597 1.810  0.016
C 2.241 3.015 2.043  0.008
H -4.255 1.497 3.674  0.000
H -3.867 3.158 4.184  0.000
H -3.298 1.785 5.152  0.000
H -2.357 2.559 2.336  0.001
H -1.415 2.660 3.855  0.001
H -0.845 -0.545 5.057  0.000
H 0.206 -1.983 4.953  0.000
H 1.133 0.940 5.218  0.000
H 1.234 -0.325 6.468  0.000
H 2.240 -0.453 4.999  0.000
H 1.872 1.296 0.758  0.016
H 2.292 0.873 2.433  0.001
H 1.842 3.699 1.280  0.003
H 1.960 3.392 3.036  0.000
H 3.335 3.027 1.963  0.001

=====

No. 3
Computed, not measured: a molecular structure, C27H44LaN2O5Si4, with wB97M-V/def2-TZVPD.

Its total charge is -1. The HOMO energy is -0.161 Ha.

Last column: Mulliken charge in e.
CARTESIAN COORDINATES (ANGSTROEM)
La -0.814 0.781 0.317  2.227
O -1.686 1.039 -1.824  -0.232
C -2.315 1.773 -2.696  -0.128
C -2.754 1.184 -3.889  -0.162
C -3.379 1.965 -4.903  -0.599
C -3.661 3.318 -4.673  -0.732
C -3.318 3.866 -3.428  -0.568
C -2.621 3.149 -2.496  0.630
C -2.208 3.913 -1.299  -0.831
N -1.570 3.418 -0.308  0.708
N -1.223 4.365 0.639  -0.907
C -0.338 3.909 1.463  0.471
O 0.183 2.701 1.296  -0.881
C 0.015 4.704 2.653  0.215
C 0.880 4.183 3.601  -0.230
C 1.154 4.946 4.735  -0.696
C 0.478 6.093 5.013  -0.231
C -0.554 6.545 4.145  -0.602
C -0.720 5.873 2.978  -0.349
H -2.681 0.109 -3.923  0.329
H -3.663 1.472 -5.815  0.396
H -4.074 3.918 -5.479  0.358
H -3.587 4.919 -3.238  0.274
H -2.496 4.955 -1.380  0.272
H 1.307 3.194 3.482  0.422
H 1.853 4.535 5.458  0.346
H 0.694 6.636 5.921  0.369
H -1.170 7.436 4.343  0.335
H -1.476 6.131 2.275  0.451
C -1.379 0.456 4.408  -1.815
C -1.188 -0.754 3.521  1.740
C -0.842 -2.044 4.327  -1.481
O -0.152 -0.338 2.555  -0.403
C -2.381 -1.003 2.615  0.215
O -3.275 -1.750 2.977  -0.665
O -2.526 -0.219 1.581  -0.643
H -0.500 0.775 4.959  0.400
H -2.184 0.269 5.082  0.454
H -1.801 1.273 3.797  0.304
H -0.098 -1.788 5.120  0.375
H -0.418 -2.782 3.630  0.288
H -1.747 -2.484 4.770  0.368
H 0.397 -1.079 2.257  -0.120
C 3.811 -3.849 -0.855  -1.151
Si 2.579 -2.849 0.149  0.370
C 3.497 -1.541 1.186  -0.968
C 2.016 -4.154 1.327  -1.086
Si 0.966 -1.764 -1.010  0.112
Si -0.726 -3.316 -1.342  0.145
C -2.365 -2.811 -2.196  -1.171
C -1.319 -3.730 0.433  -0.475
C -0.024 -4.890 -2.157  -0.884
Si 2.087 -0.840 -2.839  0.522
C 1.215 0.800 -3.373  -0.835
C 2.359 -1.962 -4.310  -1.164
C 3.807 -0.331 -2.428  -0.974
H 4.791 -4.061 -0.394  0.421
H 4.056 -3.415 -1.845  0.221
H 3.333 -4.826 -0.993  0.291
H 4.388 -1.902 1.693  0.402
H 2.843 -1.089 1.942  0.158
H 3.853 -0.697 0.509  0.160
H 2.937 -4.613 1.728  0.365
H 1.415 -4.944 0.879  0.304
H 1.498 -3.692 2.183  0.188
H -2.784 -1.956 -1.618  0.250
H -3.126 -3.572 -2.210  0.464
H -2.238 -2.483 -3.237  0.245
H -2.041 -2.936 0.807  -0.021
H -0.545 -3.711 1.182  -0.219
H -1.724 -4.739 0.404  0.488
H -0.194 -4.721 -3.214  0.280
H -0.504 -5.840 -1.862  0.350
H 1.039 -4.971 -1.973  0.141
H 1.869 1.295 -4.116  0.397
H 1.126 1.488 -2.525  0.182
H 0.235 0.615 -3.776  0.098
H 1.408 -2.413 -4.597  0.271
H 3.004 -2.830 -4.088  0.282
H 2.770 -1.421 -5.120  0.402
H 4.297 -1.255 -2.036  0.188
H 3.891 0.318 -1.544  0.258
H 4.340 0.045 -3.329  0.317

=====

No. 4
Computed, not measured: a molecular structure, C27H45AuN5O8Si2, with wB97M-V/def2-TZVPD.

Its total charge is -1. The HOMO energy is -0.178 Ha. As for the energy above the lowest of the compared OMol25 structures with the same formula, charge and spin: 0.0 kcal/mol.

Last column: Mulliken charge in e.
CARTESIAN COORDINATES (ANGSTROEM)
Au 0.455 -0.276 0.277  3.067
C 0.751 -0.472 4.795  -1.793
C 1.485 0.551 3.980  0.678
C 2.466 1.360 4.544  -0.921
C 3.109 2.276 3.721  -0.963
C 2.756 2.379 2.395  -1.295
C 1.754 1.521 1.890  0.716
N 1.154 0.636 2.705  0.755
N 1.305 1.508 0.628  -0.014
Si 1.921 2.538 -0.641  0.693
C 0.895 2.311 -2.214  -0.489
C 3.761 2.166 -0.999  -1.307
C 1.642 4.327 0.036  -1.543
H 0.166 0.009 5.580  0.447
H 1.469 -1.140 5.269  0.403
H 0.090 -1.040 4.146  0.082
H 2.712 1.283 5.593  0.454
H 3.903 2.892 4.125  0.409
H 3.247 3.081 1.748  0.421
H 0.881 1.270 -2.516  -0.333
H 1.321 2.880 -3.036  0.569
H -0.136 2.630 -2.102  0.180
H 3.846 1.111 -1.253  0.177
H 4.410 2.352 -0.147  0.342
H 4.131 2.747 -1.840  0.436
H 1.116 4.322 0.986  0.359
H 1.049 4.906 -0.664  0.501
H 2.576 4.860 0.181  0.469
C -2.530 -0.901 1.813  -1.423
Si -2.004 0.359 0.465  -0.007
C -2.374 2.133 1.248  2.658
C -1.487 2.391 2.464  -2.010
C -3.827 2.202 1.729  -1.961
C -2.123 3.244 0.233  -1.767
C -3.054 -0.010 -1.176  2.750
C -2.408 0.619 -2.410  -0.979
C -4.504 0.488 -1.099  -2.201
C -3.121 -1.529 -1.360  -2.480
H -3.598 -1.096 1.813  0.444
H -2.244 -0.541 2.794  0.259
H -2.015 -1.838 1.638  0.172
H -1.640 1.644 3.237  0.401
H -1.720 3.368 2.893  0.631
H -0.441 2.377 2.189  0.221
H -4.078 1.345 2.346  0.311
H -4.524 2.250 0.900  0.352
H -3.969 3.097 2.335  0.548
H -1.086 3.222 -0.090  0.031
H -2.331 4.219 0.678  0.514
H -2.760 3.133 -0.641  0.272
H -2.449 1.705 -2.374  0.228
H -2.925 0.300 -3.316  0.569
H -1.367 0.330 -2.485  -0.439
H -4.560 1.572 -1.163  0.331
H -4.994 0.155 -0.186  0.409
H -5.058 0.085 -1.950  0.547
H -2.130 -1.960 -1.355  0.685
H -3.592 -1.769 -2.314  0.559
H -3.699 -2.001 -0.569  0.343
O -0.641 -6.890 -3.525  -0.657
N -0.592 -5.928 -4.280  1.029
O -0.774 -6.020 -5.487  -0.651
C -0.331 -4.652 -3.732  -0.878
C -0.079 -4.508 -2.367  -0.262
C 0.054 -3.251 -1.802  -0.599
C 0.068 -2.034 -2.608  1.135
O 0.221 -0.896 -2.138  -0.832
C -0.148 -2.266 -4.024  -0.927
C -0.382 -3.526 -4.548  -0.382
N -0.214 -1.169 -4.922  1.062
O 0.294 -0.101 -4.622  -0.561
O -0.795 -1.349 -5.991  -0.683
N 0.189 -3.169 -0.430  0.607
O -0.375 -2.174 0.192  -0.608
O 0.726 -4.085 0.217  -0.578
H -0.025 -5.381 -1.734  0.651
H -0.592 -3.633 -5.602  0.643
C 4.546 -1.903 0.630  -1.717
C 3.220 -1.294 1.136  1.210
C 2.510 -2.287 2.062  -1.327
O 2.481 -0.967 0.037  -0.858
H 5.185 -2.149 1.474  0.399
H 5.049 -1.197 -0.025  0.380
H 4.321 -2.802 0.063  0.345
H 3.487 -0.382 1.720  -0.172
H 2.223 -3.174 1.500  0.223
H 1.600 -1.826 2.440  0.083
H 3.149 -2.571 2.897  0.459

=====

No. 5
Computed, not measured: 5 unconnected molecules or ions with the total composition C27H45BFNO18, with wB97M-V/def2-TZVPD.

The SMILES is CC(=O)OCC1=C([C@@H](C)F)C(=O)C(B(O)O)=C(N)C1=O.CCOC(=O)OC.CCOC(=O)OC.CCOC(=O)OC.CCOC(=O)OC. The HOMO energy is -0.367 Ha.

Last column: Mulliken charge in e.
CARTESIAN COORDINATES (ANGSTROEM)
C -3.842 4.931 2.959  -0.767
C -5.028 5.752 2.460  0.583
O -5.111 6.870 2.770  -0.511
O -5.978 5.238 1.617  -0.344
C -6.483 3.968 2.041  -0.984
C -6.120 2.922 0.993  0.627
C -5.910 1.639 1.208  0.289
C -6.048 1.010 2.573  0.169
C -7.262 0.027 2.527  -1.318
F -4.900 0.314 2.899  -0.317
C -5.511 0.752 0.029  0.235
O -5.815 -0.379 -0.039  -0.556
C -4.719 1.416 -1.064  0.223
B -3.605 0.716 -1.956  0.158
O -3.727 0.420 -3.301  -0.562
O -2.393 0.404 -1.313  -0.236
C -4.964 2.687 -1.295  0.512
N -4.316 3.436 -2.321  -0.572
C -5.995 3.404 -0.437  -0.088
O -6.658 4.254 -0.921  -0.556
H -4.033 4.597 3.983  0.295
H -3.567 4.092 2.308  0.135
H -2.988 5.611 2.973  0.360
H -7.579 4.056 2.028  0.243
H -6.189 3.690 3.056  0.526
H -6.271 1.722 3.370  0.143
H -8.043 0.357 3.218  0.391
H -7.708 0.080 1.527  0.333
H -6.956 -1.010 2.676  0.318
H -3.322 1.164 -3.776  0.312
H -1.960 1.264 -1.185  0.280
H -4.495 4.418 -2.112  0.353
H -4.847 3.264 -3.177  0.301
C 1.524 -2.533 3.779  -0.691
C 1.136 -1.343 4.629  -0.370
O 0.708 -0.244 3.811  -0.369
C -0.511 -0.364 3.279  0.786
O -1.267 -1.288 3.432  -0.584
O -0.736 0.711 2.519  -0.392
C -1.971 0.664 1.797  -0.197
H 2.276 -2.245 3.042  -0.009
H 1.925 -3.337 4.397  0.451
H 0.666 -2.920 3.230  0.211
H 2.003 -0.989 5.185  0.326
H 0.366 -1.600 5.358  0.360
H -2.813 0.492 2.462  0.200
H -1.925 -0.109 1.031  0.150
H -2.102 1.629 1.310  0.179
C 3.698 -6.546 -1.239  -1.248
C 3.827 -5.225 -1.969  -0.123
O 2.568 -4.538 -2.050  -0.383
C 2.158 -3.953 -0.925  0.886
O 2.748 -3.943 0.130  -0.711
O 0.972 -3.391 -1.156  -0.374
C 0.379 -2.803 0.003  -0.241
H 2.926 -7.164 -1.700  0.325
H 4.645 -7.087 -1.259  0.379
H 3.413 -6.397 -0.198  0.314
H 4.137 -5.406 -2.998  0.319
H 4.580 -4.582 -1.512  0.325
H 1.056 -2.091 0.473  -0.089
H 0.094 -3.582 0.711  0.365
H -0.517 -2.276 -0.316  0.224
C 4.235 -1.435 0.889  -0.769
C 3.487 -0.120 0.975  0.181
O 4.322 0.934 1.488  -0.394
C 5.215 1.414 0.629  0.731
O 5.364 1.054 -0.513  -0.611
O 5.938 2.349 1.254  -0.358
C 7.008 2.878 0.470  -0.628
H 4.666 -1.691 1.860  0.305
H 3.568 -2.245 0.572  -0.003
H 5.059 -1.377 0.177  0.400
H 2.657 -0.215 1.676  0.038
H 3.066 0.170 0.010  0.259
H 6.649 3.256 -0.486  0.275
H 7.771 2.116 0.315  0.284
H 7.444 3.701 1.032  0.235
C 3.961 -3.065 -5.056  -0.911
C 3.299 -1.968 -5.864  -0.337
O 2.946 -0.847 -5.043  -0.343
C 3.959 -0.056 -4.676  0.734
O 5.116 -0.194 -4.980  -0.568
O 3.464 0.905 -3.895  -0.325
C 4.451 1.780 -3.337  -0.557
H 3.324 -3.356 -4.217  0.087
H 4.148 -3.940 -5.680  0.426
H 4.912 -2.732 -4.640  0.360
H 2.366 -2.339 -6.285  0.327
H 3.926 -1.644 -6.696  0.329
H 5.075 2.220 -4.115  0.345
H 5.061 1.245 -2.614  0.289
H 3.922 2.579 -2.822  0.207